ORCA calculation (wB97M-V/def2-TZVPD) on a molecular structure, C37H32BrCoF3N4O3 at a distorted geometry.

```
81
Properties=species:S:1:pos:R:3:mulliken_charge:R:1
Co -0.81 0.05 0.21 -0.62
C -1.86 -0.71 4.26 -1.92
C -1.72 -0.20 2.86 1.16
N -0.84 -0.67 2.03 1.61
N -0.04 -1.69 2.36 -1.52
C 0.78 -1.98 1.33 0.17
O 0.76 -1.42 0.20 -0.24
C 1.77 -3.05 1.60 0.05
C 1.42 -4.14 2.39 -0.46
C 2.34 -5.14 2.65 -0.73
C 3.62 -5.06 2.13 -0.34
C 3.97 -3.98 1.33 -0.79
C 3.04 -2.99 1.05 0.15
C -2.56 0.84 2.29 0.38
C -3.51 1.56 3.02 -1.01
C -4.36 2.42 2.36 -0.55
C -4.25 2.55 0.98 -0.69
C -3.25 1.85 0.33 -0.91
N -2.40 1.05 0.96 0.64
H -1.32 -1.65 4.33 0.42
H -2.91 -0.87 4.52 0.42
H -1.43 -0.01 4.97 0.31
H 0.42 -4.19 2.80 0.43
H 2.05 -5.99 3.26 0.36
H 4.35 -5.83 2.35 0.38
H 4.97 -3.92 0.91 0.40
H 3.30 -2.14 0.42 0.39
H -3.56 1.42 4.09 0.48
H -5.10 2.99 2.91 0.41
H -4.93 3.18 0.42 0.46
H -3.13 1.91 -0.74 0.80
F 5.74 3.59 0.30 -0.30
C 5.39 2.64 1.24 0.79
F 5.42 3.28 2.43 -0.31
F 6.44 1.77 1.24 -0.29
C 4.10 2.00 0.95 0.18
C 3.97 1.11 -0.15 -1.26
C 2.74 0.79 -0.61 -0.37
N 1.59 1.32 -0.05 2.02
C 1.71 1.94 1.18 -0.25
C 2.92 2.33 1.67 -1.36
H 4.85 0.68 -0.61 0.47
H 2.58 0.09 -1.42 0.55
H 0.79 2.06 1.73 0.48
H 2.98 2.85 2.61 0.43
Br 1.75 -4.61 -2.34 -0.23
C -0.09 -4.59 -1.84 0.10
C -0.75 -5.79 -1.66 -0.44
C -2.09 -5.76 -1.29 -0.47
C -2.73 -4.55 -1.11 -0.63
C -2.05 -3.35 -1.30 0.38
C -0.72 -3.38 -1.68 -0.21
C -2.77 -2.02 -1.08 -0.09
O -4.00 -2.04 -0.96 -0.76
O -2.02 -0.99 -1.03 -0.48
H -0.23 -6.73 -1.80 0.40
H -2.61 -6.70 -1.14 0.38
H -3.78 -4.51 -0.82 0.46
H -0.20 -2.44 -1.82 0.47
C -0.43 3.86 -0.30 -2.18
C 0.10 2.87 -1.35 4.19
C 1.44 3.48 -1.86 -2.08
C 0.33 1.41 -0.82 -1.76
C -0.84 2.81 -2.55 -0.15
C -2.07 3.47 -2.59 -0.24
C -2.83 3.51 -3.75 -1.04
C -2.40 2.87 -4.90 -0.44
C -1.20 2.17 -4.87 -0.99
C -0.44 2.14 -3.71 -0.48
H 0.32 4.03 0.47 0.49
H -1.34 3.50 0.19 0.16
H -0.63 4.82 -0.77 0.61
H 2.08 3.77 -1.03 0.37
H 1.22 4.37 -2.45 0.47
H 1.99 2.78 -2.49 0.35
H 0.49 0.81 -1.72 0.53
H -2.44 3.98 -1.71 0.46
H -3.77 4.04 -3.75 0.39
H -2.97 2.93 -5.81 0.39
H -0.85 1.66 -5.75 0.37
H 0.49 1.58 -3.72 0.29
```

Properties
⟨S²⟩: 6.03
Kohn-Sham gap (spin up / spin down): 5.0914 / 7.1925 eV
E_HOMO (spin up / spin down): -3.107 / -5.296 eV
Multiplicity: 5
DFT total energy: -166815.93618 eV
Net charge: -1

ORCA calculation (wB97M-V/def2-TZVPD) on a molecular structure, C37H32F4N4O2PPtSb2.

```
83
Properties=species:S:1:pos:R:3:mulliken_charge:R:1
Pt 0.28 1.53 -0.93 2.63
O 2.77 -1.23 -0.97 -0.59
C 2.52 -0.21 -0.36 -0.44
O 2.26 0.94 -0.93 -0.77
C 2.58 -0.19 1.14 1.39
C 3.73 -0.72 1.73 -0.78
C 3.90 -0.66 3.10 -0.71
C 2.92 -0.10 3.91 -0.85
C 1.76 0.39 3.34 -0.44
C 1.58 0.35 1.96 -0.17
P -0.01 0.81 1.24 -0.09
C -0.60 2.17 2.30 0.39
C -1.43 1.96 3.41 -0.07
C -1.82 3.04 4.19 -0.72
C -1.38 4.32 3.89 -0.64
C -0.53 4.53 2.81 -0.67
C -0.14 3.46 2.02 -0.57
C -1.07 -0.61 1.63 1.16
C -2.46 -0.49 1.53 -0.68
C -3.28 -1.58 1.78 -0.99
C -2.73 -2.80 2.13 -0.72
C -1.35 -2.93 2.23 -0.75
C -0.52 -1.84 1.98 -0.99
H 4.48 -1.16 1.09 0.55
H 4.81 -1.05 3.55 0.44
H 3.06 -0.05 4.98 0.46
H 0.99 0.80 3.97 0.42
H -1.77 0.97 3.66 0.48
H -2.47 2.87 5.04 0.44
H -1.69 5.16 4.50 0.43
H -0.17 5.52 2.59 0.45
H 0.51 3.62 1.17 0.31
H -2.91 0.47 1.30 0.85
H -4.36 -1.47 1.71 0.46
H -3.36 -3.65 2.32 0.45
H -0.91 -3.88 2.52 0.51
H 0.55 -1.96 2.06 0.30
C -2.46 3.06 -3.19 -1.24
Sb -2.13 2.07 -1.35 0.53
C -3.29 0.33 -1.70 -0.99
C -3.21 3.26 0.03 -1.13
H -3.53 3.14 -3.39 0.46
H -1.99 2.47 -3.98 0.37
H -2.03 4.06 -3.18 0.32
H -4.31 0.49 -1.37 0.50
H -2.86 -0.52 -1.18 -0.01
H -3.27 0.14 -2.77 0.48
H -4.28 3.16 -0.16 0.47
H -2.91 4.30 -0.11 0.37
H -2.98 2.97 1.05 0.26
F -1.17 -3.04 -1.32 -0.37
C -0.23 -4.00 -1.35 0.70
C -0.46 -5.13 -0.60 0.54
F -1.61 -5.20 0.08 -0.34
C 0.45 -6.19 -0.55 0.26
C 1.58 -6.06 -1.37 0.25
C 1.80 -4.94 -2.14 -0.19
F 2.91 -4.89 -2.87 -0.32
C 0.91 -3.86 -2.15 0.51
C 1.16 -2.66 -2.93 0.81
C 0.46 -1.47 -2.68 -0.12
N -0.10 -0.48 -2.47 -0.45
C 2.15 -2.57 -3.92 -0.26
N 2.91 -2.43 -4.78 -0.49
F 2.50 -7.02 -1.41 -0.30
C 0.24 -7.35 0.31 0.62
C -0.81 -7.40 1.24 0.00
N -1.67 -7.46 2.01 -0.49
C 1.09 -8.47 0.31 -0.02
N 1.75 -9.41 0.35 -0.45
C 0.44 5.41 -1.98 -1.16
Sb 1.20 3.46 -2.38 0.43
C 3.22 3.71 -1.81 -1.28
C 1.28 3.43 -4.49 -1.25
H 1.11 6.15 -2.42 0.45
H 0.39 5.57 -0.90 0.33
H -0.55 5.54 -2.40 0.36
H 3.64 4.57 -2.33 0.47
H 3.76 2.80 -2.07 0.34
H 3.28 3.85 -0.74 0.38
H 1.94 4.22 -4.87 0.40
H 0.28 3.58 -4.89 0.37
H 1.65 2.46 -4.81 0.41
```

Properties
⟨S²⟩: 2.04
Kohn-Sham gap (spin up / spin down): 7.8914 / 5.2972 eV
E_HOMO (spin up / spin down): -10.762 / -11.203 eV
Multiplicity: 3
DFT total energy: -85415.22286 eV
Net charge: +1

ORCA calculation (wB97M-V/def2-TZVPD) on a molecular structure, C37H32F6N4O7PReS2 at a distorted geometry.

```
90
Properties=species:S:1:pos:R:3:mulliken_charge:R:1
Re -1.43 0.48 0.71 1.70
C -5.46 -0.51 -0.34 -1.46
C -4.18 -0.63 0.41 0.75
O -3.32 0.32 0.15 -0.40
C -3.95 -1.63 1.32 -1.53
C -2.80 -1.81 2.09 1.49
C -2.76 -2.95 3.06 -1.55
N -1.73 -1.01 2.03 1.26
N -0.69 -1.32 2.91 -0.91
C 0.29 -0.51 2.73 0.47
O 0.25 0.44 1.80 -0.32
C 1.52 -0.59 3.55 0.65
C 2.52 0.35 3.37 0.01
C 3.68 0.28 4.13 -1.01
C 3.84 -0.73 5.07 -0.43
C 2.83 -1.67 5.25 -0.84
C 1.67 -1.60 4.50 -0.58
H -6.05 0.31 0.07 0.33
H -6.04 -1.43 -0.29 0.41
H -5.24 -0.26 -1.38 0.20
H -4.75 -2.36 1.45 0.35
H -3.69 -3.50 3.04 0.47
H -2.55 -2.59 4.07 0.32
H -1.93 -3.62 2.80 0.29
H 2.40 1.13 2.63 0.38
H 4.47 1.02 3.99 0.45
H 4.74 -0.79 5.66 0.43
H 2.95 -2.45 5.99 0.44
H 0.88 -2.33 4.63 0.52
C -2.40 4.15 3.74 -0.20
C -2.69 2.85 4.13 -0.99
C -2.49 1.83 3.23 0.06
N -2.02 2.06 1.99 0.19
C -1.75 3.32 1.61 -0.08
C -1.93 4.39 2.46 -1.17
H -2.53 4.97 4.44 0.43
H -3.07 2.62 5.11 0.46
H -2.70 0.80 3.48 0.45
H -1.39 3.46 0.60 0.53
H -1.70 5.39 2.11 0.49
O -0.39 -0.76 -0.58 -0.54
P 1.06 -0.63 -1.14 1.36
C 1.23 -1.73 -2.53 0.75
C 2.47 -1.85 -3.17 -0.75
C 2.59 -2.72 -4.24 -0.85
C 1.50 -3.48 -4.66 -0.59
C 0.29 -3.38 -4.00 -0.64
C 0.15 -2.51 -2.93 -0.29
C 2.19 -1.32 0.08 1.37
C 1.77 -2.47 0.75 -0.74
C 2.65 -3.15 1.58 -0.98
C 3.95 -2.69 1.74 -0.43
C 4.37 -1.56 1.07 -0.91
C 3.50 -0.87 0.24 -0.48
C 1.71 1.01 -1.49 1.46
C 2.04 1.41 -2.79 -0.98
C 2.52 2.69 -3.00 -0.85
C 2.66 3.58 -1.94 -0.92
C 2.35 3.17 -0.65 -0.93
C 1.89 1.89 -0.42 -0.14
H 3.32 -1.28 -2.84 0.43
H 3.54 -2.81 -4.75 0.45
H 1.60 -4.14 -5.51 0.43
H -0.55 -3.98 -4.32 0.47
H -0.79 -2.41 -2.41 0.20
H 0.76 -2.84 0.62 0.46
H 2.31 -4.04 2.11 0.44
H 4.63 -3.22 2.39 0.48
H 5.39 -1.20 1.19 0.45
H 3.84 0.01 -0.29 0.48
H 1.90 0.74 -3.62 0.63
H 2.77 3.00 -4.01 0.49
H 3.01 4.59 -2.13 0.41
H 2.49 3.85 0.18 0.51
H 1.68 1.56 0.59 -0.16
F -0.95 3.99 -3.14 -0.16
C -2.11 3.45 -2.81 0.27
F -3.01 3.60 -3.75 -0.16
F -2.57 4.05 -1.69 -0.18
S -1.89 1.64 -2.38 1.13
O -1.34 1.84 -0.98 -0.88
O -3.21 1.09 -2.47 -0.73
N -0.82 0.89 -3.20 -0.20
S -0.80 0.85 -4.82 0.98
O -1.14 2.11 -5.40 -0.68
O 0.40 0.16 -5.19 -0.63
C -2.20 -0.29 -5.30 0.65
F -3.29 0.41 -5.54 -0.23
F -1.84 -0.94 -6.39 -0.23
F -2.46 -1.17 -4.33 -0.16
```

Properties
⟨S²⟩: 3.77
Kohn-Sham gap (spin up / spin down): 7.9143 / 6.9982 eV
E_HOMO (spin up / spin down): -10.818 / -11.198 eV
Multiplicity: 4
DFT total energy: -108572.17781 eV
Net charge: +1

ORCA calculation (wB97M-V/def2-TZVPD) on a molecular structure, C37H32N2O2P2SV.

```
77
Properties=species:S:1:pos:R:3:mulliken_charge:R:1
V 0.62 0.02 1.05 0.24
O 3.53 -1.33 -1.39 -0.60
S 2.35 -0.83 -0.71 1.45
C 2.75 0.72 0.19 0.86
C 4.02 0.85 0.75 -1.25
C 4.40 2.06 1.29 -0.89
C 3.52 3.15 1.30 -0.95
C 2.26 3.03 0.76 -1.34
C 1.85 1.84 0.14 0.12
P 0.21 1.70 -0.63 2.58
C 0.31 1.56 -2.38 0.61
C -0.90 1.59 -3.08 -0.41
C -0.89 1.52 -4.46 -0.74
C 0.33 1.41 -5.14 -0.59
C 1.54 1.39 -4.44 -0.99
C 1.53 1.47 -3.05 -0.27
C -0.85 3.02 -0.13 0.27
C -1.69 2.94 0.99 -0.33
C -2.48 4.02 1.34 -0.87
C -2.42 5.19 0.59 -0.59
C -1.60 5.28 -0.53 -0.79
C -0.82 4.20 -0.90 -0.52
C 1.97 -1.90 0.75 1.31
C 3.01 -2.44 1.50 -0.94
C 2.71 -3.31 2.55 -0.86
C 1.39 -3.60 2.88 -0.87
C 0.34 -3.06 2.14 -1.15
C 0.61 -2.24 1.03 -0.31
P -0.65 -1.68 -0.16 2.80
C -2.29 -1.92 0.42 0.52
C -2.74 -1.33 1.62 -0.41
C -4.03 -1.54 2.05 -0.97
C -4.90 -2.32 1.27 -0.64
C -4.48 -2.88 0.08 -0.86
C -3.18 -2.68 -0.36 -0.68
C -0.27 -2.54 -1.67 0.46
C -0.21 -3.94 -1.54 -0.67
C 0.06 -4.72 -2.65 -0.88
C 0.28 -4.11 -3.89 -0.71
C 0.22 -2.72 -4.01 -0.62
C -0.06 -1.93 -2.91 0.54
H 4.72 0.02 0.71 0.60
H 5.40 2.18 1.70 0.52
H 3.85 4.10 1.71 0.53
H 1.58 3.88 0.75 0.65
H -1.85 1.69 -2.56 0.52
H -1.81 1.56 -5.02 0.50
H 0.34 1.37 -6.22 0.51
H 2.47 1.33 -4.97 0.54
H 2.48 1.49 -2.53 0.46
H -1.78 2.01 1.55 0.40
H -3.15 3.95 2.19 0.50
H -3.04 6.03 0.87 0.47
H -1.57 6.19 -1.11 0.49
H -0.19 4.27 -1.78 0.54
H 4.04 -2.24 1.23 0.62
H 3.52 -3.77 3.11 0.52
H 1.18 -4.29 3.69 0.57
H -0.68 -3.32 2.37 0.71
H -2.09 -0.70 2.21 0.25
H -4.38 -1.10 2.97 0.51
H -5.92 -2.48 1.61 0.47
H -5.15 -3.47 -0.52 0.48
H -2.86 -3.12 -1.30 0.48
H -0.38 -4.43 -0.59 0.48
H 0.10 -5.79 -2.57 0.48
H 0.49 -4.72 -4.75 0.46
H 0.39 -2.26 -4.97 0.52
H -0.11 -0.86 -3.02 0.12
N -0.49 0.04 4.77 -0.30
C -0.06 0.96 3.94 0.53
N 0.18 2.21 4.26 -0.30
O 0.14 0.61 2.68 -0.74
H -0.66 0.23 5.75 0.27
H -0.62 -0.91 4.45 0.16
H 0.05 2.56 5.20 0.27
H 0.49 2.85 3.55 0.15
```

Properties
⟨S²⟩: 1.10
Kohn-Sham gap (spin up / spin down): 5.3481 / 6.1087 eV
E_HOMO (spin up / spin down): -19.444 / -19.452 eV
Multiplicity: 2
DFT total energy: -101022.98160 eV
Net charge: +4

ORCA calculation (wB97M-V/def2-TZVPD) on a molecular structure, C37H32N9ORuS2 at a distorted geometry.

```
82
Properties=species:S:1:pos:R:3:mulliken_charge:R:1
Ru 0.23 -0.21 -0.18 0.07
C 1.10 -2.60 3.30 -0.98
C 0.06 -2.35 4.21 -0.69
C -0.95 -1.52 3.83 -0.66
C -0.95 -0.91 2.55 0.18
N 0.10 -1.14 1.68 1.19
C 1.07 -1.98 2.07 -0.42
N -2.01 -0.18 2.26 -0.35
C -2.27 0.58 1.23 -0.42
N -1.38 0.86 0.21 1.39
C -1.92 1.83 -0.60 -0.37
N -1.25 2.43 -1.56 -0.48
C -0.07 2.13 -2.08 0.21
C 0.55 3.11 -2.89 -0.74
C 1.73 2.84 -3.53 -0.55
C 2.28 1.56 -3.42 -1.11
C 1.64 0.65 -2.60 -0.33
N 0.52 0.90 -1.91 0.66
C -3.22 2.16 -0.13 0.43
C -4.19 3.07 -0.57 -0.69
C -5.36 3.15 0.15 -0.63
C -5.60 2.36 1.28 -0.72
C -4.65 1.45 1.72 -0.43
C -3.45 1.36 1.02 0.45
H 1.92 -3.25 3.55 0.52
H 0.06 -2.81 5.19 0.47
H -1.79 -1.28 4.46 0.61
H 1.86 -2.16 1.35 0.29
H 0.07 4.07 -2.96 0.56
H 2.22 3.59 -4.14 0.46
H 3.18 1.29 -3.94 0.50
H 2.04 -0.36 -2.50 0.51
H -4.01 3.68 -1.44 0.57
H -6.12 3.85 -0.16 0.45
H -6.53 2.46 1.81 0.47
H -4.83 0.85 2.60 0.58
C 0.84 -4.57 -2.73 -1.36
C 0.56 -3.08 -2.71 -0.08
O 1.05 -2.48 -1.50 -0.13
H 0.45 -4.99 -3.66 0.42
H 0.35 -5.08 -1.90 0.36
H 1.91 -4.77 -2.69 0.34
H -0.51 -2.90 -2.80 0.11
H 1.07 -2.57 -3.53 0.38
H 0.83 -3.09 -0.78 0.08
S -5.85 -3.47 -0.60 -0.14
C -4.19 -2.90 -0.68 0.35
C -3.72 -2.07 -1.70 -1.35
C -2.43 -1.57 -1.61 -0.59
N -1.59 -1.90 -0.63 1.13
C -2.02 -2.75 0.30 -0.46
C -3.31 -3.25 0.33 -1.17
C -6.17 -3.84 -2.33 0.10
C -5.48 -4.89 -2.94 -0.10
C -5.82 -5.21 -4.24 -0.41
N -6.75 -4.55 -4.90 -0.53
C -7.40 -3.56 -4.34 -0.38
C -7.14 -3.15 -3.03 -0.07
H -4.35 -1.78 -2.53 0.60
H -2.04 -0.89 -2.36 0.67
H -1.32 -3.05 1.06 0.47
H -3.60 -3.92 1.12 0.58
H -4.73 -5.46 -2.40 0.44
H -5.35 -6.03 -4.76 0.37
H -8.17 -3.08 -4.93 0.38
H -7.70 -2.34 -2.58 0.42
N 3.66 -1.70 -0.83 -0.21
C 3.57 -0.69 0.03 0.14
N 2.47 -0.02 0.28 0.80
C 2.67 0.96 1.24 -0.43
C 1.73 1.87 1.70 0.02
C 2.09 2.78 2.68 -1.06
C 3.37 2.78 3.21 -0.63
C 4.33 1.89 2.75 -0.48
C 3.98 1.00 1.76 0.29
S 4.97 -0.20 0.97 -0.26
H 2.83 -2.03 -1.31 0.16
H 4.55 -2.14 -1.00 0.24
H 0.72 1.87 1.28 0.63
H 1.36 3.48 3.05 0.47
H 3.62 3.48 3.99 0.43
H 5.33 1.90 3.16 0.45
```

Properties
⟨S²⟩: 0.91
Kohn-Sham gap (spin up / spin down): 5.9662 / 6.1338 eV
E_HOMO (spin up / spin down): -13.430 / -13.456 eV
Multiplicity: 2
DFT total energy: -78587.02866 eV
Net charge: +2

ORCA calculation (wB97M-V/def2-TZVPD) on a molecular structure, C37H32NOP2Tl at a distorted geometry.

```
74
Properties=species:S:1:pos:R:3:mulliken_charge:R:1
C -3.60 1.64 -1.73 -0.19
C -3.13 1.92 -0.44 0.70
C -3.15 3.27 -0.05 -0.81
C -3.65 4.27 -0.88 -0.76
C -4.20 3.98 -2.13 -0.77
C -4.15 2.63 -2.50 -1.47
P -2.48 0.58 0.57 1.00
C -2.59 1.23 2.24 0.59
C -1.50 1.76 2.94 -0.31
C -1.69 2.25 4.23 -0.68
C -2.94 2.20 4.84 -0.50
C -4.04 1.68 4.15 -0.75
C -3.86 1.20 2.85 -0.29
Tl -0.18 0.06 -0.26 1.37
P 0.51 1.20 -2.33 0.73
C 0.14 2.98 -2.17 0.76
C -0.52 3.67 -3.20 -0.41
C -0.75 5.04 -3.13 -0.65
C -0.40 5.75 -1.99 -0.58
C 0.20 5.06 -0.94 -0.82
C 0.47 3.70 -1.00 -0.43
C 2.32 0.92 -2.48 0.69
C 2.86 -0.38 -2.41 -0.50
C 4.24 -0.56 -2.39 -0.76
C 5.11 0.52 -2.47 -0.44
C 4.59 1.81 -2.63 -0.72
C 3.21 2.01 -2.64 -0.36
C -0.36 0.34 -3.68 0.94
C -1.26 -0.73 -3.49 -0.46
C -1.81 -1.34 -4.61 -0.72
C -1.52 -0.91 -5.90 -0.63
C -0.62 0.14 -6.09 -0.74
C -0.04 0.76 -4.99 -0.45
C -3.48 -0.90 0.31 0.47
C -4.84 -0.81 -0.04 -0.15
C -5.62 -1.96 -0.24 -0.80
C -5.03 -3.22 -0.09 -0.57
C -3.70 -3.31 0.31 -0.69
C -2.93 -2.17 0.53 -0.54
H 2.21 -1.25 -2.27 0.36
H 4.64 -1.55 -2.20 0.40
H 6.18 0.37 -2.38 0.43
H 5.29 2.65 -2.68 0.40
H 2.85 3.03 -2.76 0.41
H -0.88 3.14 -4.09 0.42
H -1.23 5.56 -3.94 0.45
H -0.60 6.83 -1.93 0.45
H 0.45 5.60 -0.04 0.44
H 0.90 3.19 -0.14 0.54
H -1.51 -1.09 -2.49 0.18
H -2.49 -2.17 -4.47 0.49
H -1.96 -1.40 -6.77 0.44
H -0.38 0.46 -7.10 0.44
H 0.66 1.57 -5.15 0.47
H -5.33 0.15 -0.20 0.48
H -6.67 -1.90 -0.55 0.42
H -5.61 -4.13 -0.29 0.43
H -3.23 -4.28 0.42 0.45
H -1.88 -2.27 0.84 0.47
H -0.51 1.75 2.47 0.28
H -0.84 2.68 4.76 0.42
H -3.07 2.58 5.86 0.40
H -5.03 1.68 4.63 0.43
H -4.73 0.78 2.34 0.35
H -2.75 3.55 0.92 0.44
H -3.62 5.31 -0.56 0.49
H -4.62 4.79 -2.76 0.52
H -4.51 2.22 -3.45 0.86
H -3.57 0.65 -2.20 0.59
H -3.56 3.82 -4.66 0.15
H -3.65 3.09 -4.67 -0.07
O 2.76 -2.53 2.45 -0.49
C 2.03 -1.93 1.73 0.57
N 1.28 -1.34 0.98 -0.78
```

Properties
Kohn-Sham gap: 6.9997 eV
E_HOMO: -14.293 eV
DFT total energy: -65680.41161 eV
Net charge: +2

Question: The lowest DFT total energy belongs to which entry?
Answer: C37H32BrCoF3N4O3

Question: The highest DFT total energy belongs to which entry?
Answer: C37H32NOP2Tl

Question: Among the records above, which one has the lowest net charge?
Answer: C37H32BrCoF3N4O3